The following is a DFT calculation (wB97M-V/def2-TZVPD) of a structure of composition C43H46N4O3PTeW.

```
! RIJCOSX wB97M-V def2-TZVPD def2/J DEFGRID3
* xyz 2 2
W 0.15971 0.04302 -0.28510
Te 2.03743 2.23314 -0.97074
P -1.40504 -1.88865 0.00995
O 0.00930 1.51715 -3.73112
O -1.46136 1.22521 0.44680
O 3.70685 0.26503 -0.27408
N -1.89167 2.69364 -3.22510
N 0.30834 -0.45650 1.85762
N -0.95314 1.20280 -1.68590
N 1.73185 -0.78449 -0.47457
C -4.57059 -1.12434 2.45846
C 0.85398 3.94177 -0.49527
C -3.96060 -0.89397 -0.24380
C 0.24341 3.19849 1.90695
C -0.76437 5.14593 0.80637
C -5.18904 -0.47025 0.22622
C 0.27024 -4.62719 2.56442
C -0.67022 -3.10850 -2.35177
C -1.87559 -4.92455 -3.35563
C -0.90030 6.11226 -0.17099
C -2.79930 3.05563 -2.29978
C -2.80762 2.58746 -1.01631
C -0.54890 -4.08203 1.58659
C -0.11733 5.98859 -1.31356
C 7.26718 5.83623 -1.03476
C 1.15078 -2.43835 3.07160
C 3.78885 -1.92012 -1.26732
C 1.56090 4.90960 -2.76748
C -0.79210 -4.05583 -3.35478
C -2.72904 -3.90211 -1.35574
C -3.33544 -1.55492 1.99329
C 6.08143 4.92063 -0.95655
C -0.53053 -2.71209 1.35203
C -1.78169 1.68270 -0.72327
C -2.84252 -4.84629 -2.36255
C 4.61749 3.29720 -2.02579
C 5.72037 4.14120 -2.05168
C 3.13815 -0.73772 -0.63199
C 0.31128 -1.90637 2.11264
C -1.84256 7.26928 -0.00825
C -5.49126 -0.57890 1.57947
C 0.10984 4.06319 0.68016
C 5.33949 4.80164 0.20616
C 3.52459 3.86223 1.61383
C 3.86480 3.27062 -0.84489
C -1.94385 3.29536 -4.56303
C 0.75383 4.92209 -1.50060
C 4.22350 3.97149 0.29663
C 1.12699 -3.80939 3.29167
C 4.32210 2.47250 -3.24820
C -3.02793 -1.43940 0.64132
C -1.63434 -3.03455 -1.34634
C -0.86148 1.77610 -2.94658
H 2.78112 4.65318 1.73559
H -0.18038 6.74713 -2.08251
H -3.68688 -5.52004 -2.37380
H -2.91172 3.08252 -5.01054
H 1.11293 5.57900 -3.49814
H -0.73702 2.95922 2.31804
H -2.63427 -2.00508 2.68358
H -3.53005 3.77675 -2.64180
H 1.81472 -1.80352 3.64152
H -1.33518 5.23840 1.72206
H 1.11776 -0.02422 2.31816
H 0.78870 2.26375 1.72200
H -6.45165 -0.24831 1.94366
H 1.78346 -4.23777 4.03360
H 0.17807 -2.42733 -2.35500
H -5.91761 -0.06559 -0.46053
H 4.24820 3.95742 2.42131
H 5.19135 2.45449 -3.90202
H -0.04770 -4.11634 -4.13464
H -4.81560 -1.22755 3.50410
H 5.64284 5.35610 1.08437
H -1.18592 -4.72470 0.99373
H -3.48944 -3.83602 -0.58904
H 3.48581 2.87173 -3.82543
H 0.25343 -5.68989 2.74761
H 7.35716 6.44873 -0.14104
H -2.20586 7.34559 1.01390
H 8.18878 5.26650 -1.14789
H -1.15150 2.85346 -5.16037
H 3.39097 -2.05083 -2.27481
H 2.58242 5.24904 -2.58752
H -1.35967 8.20841 -0.26810
H 3.02339 2.89822 1.74043
H 3.55234 -2.82725 -0.71079
H 4.86268 -1.76684 -1.30634
H 7.18835 6.49774 -1.89633
H 1.61986 3.92125 -3.22854
H -3.50848 2.91615 -0.27265
H -0.53520 -0.03350 2.27787
H -3.73953 -0.82827 -1.30426
H 0.79955 3.74502 2.67192
H 4.08850 1.43424 -3.00434
H 6.32188 4.17978 -2.94914
H -2.70584 7.15991 -0.66506
H -1.96895 -5.66391 -4.13783
H -1.78911 4.36837 -4.47995
*
```

Computed properties:
LUMO (alpha / beta): -6.628 / -6.731 eV
E_tot: -2786.96260 Ha
ΔE to the lowest compared entry with this formula, charge and spin: 14.80 kcal/mol
E_HOMO (alpha / beta): -12.575 / -12.606 eV